# 1
This record from the OMol25 dataset describes a molecular structure, C6H18CrO8S at a distorted geometry. The level of theory is ωB97M-V/def2-TZVPD.

Geometry as XYZ:
```
34
Properties=species:S:1:pos:R:3:forces:R:3
Cr -10.1406 -2.6036 -8.5554 1.7 -2.7 -0.6
C -9.9126 -1.6380 -12.5921 -0.1 0.7 -0.1
C -10.0874 -2.8921 -11.7414 0.2 -0.9 0.7
O -9.3590 -2.9057 -10.5846 -0.5 1.1 0.2
H -8.8651 -1.3476 -12.7244 0.1 -0.2 0.3
H -10.4246 -0.8280 -12.0536 0.2 0.2 -0.2
H -10.3140 -1.6996 -13.6136 -0.3 -0.2 0.1
H -9.8417 -3.7779 -12.3705 0.1 0.0 -0.1
H -11.1698 -3.0240 -11.5268 -0.2 0.1 -0.2
S -11.2035 -4.5396 -6.9476 1.3 -0.5 -0.8
O -12.5419 -5.0727 -6.7831 -1.3 0.0 0.2
O -10.8032 -4.5552 -8.4005 -0.3 -0.9 -0.5
O -11.1411 -3.0565 -6.7347 -0.6 2.0 0.9
O -10.2493 -5.2129 -6.0893 0.0 -0.3 0.3
O -8.2497 -3.4302 -7.8291 0.1 0.8 0.1
H -7.4121 -2.9655 -7.7468 0.1 0.1 -0.1
C -13.4063 0.2614 -9.4091 0.6 0.5 -0.1
C -13.0870 -1.1770 -9.7984 0.4 -0.2 -0.8
O -12.2390 -1.8408 -8.8690 -2.0 0.8 -0.1
H -13.5525 0.9353 -10.2600 -0.3 -0.3 -0.2
H -12.5281 0.7003 -8.9222 -0.1 -0.2 0.3
H -14.2696 0.3537 -8.7507 0.1 -0.1 0.1
H -12.5226 -1.2490 -10.7339 0.0 0.4 0.0
H -14.0149 -1.7155 -10.0251 0.0 -0.2 0.4
H -12.7702 -2.0783 -8.0891 0.7 -0.4 0.1
C -7.5860 0.0811 -9.2248 1.3 0.0 -0.5
C -8.4848 -0.0041 -8.0264 0.7 0.3 0.5
O -9.7615 -0.5172 -8.3657 0.0 0.7 0.4
H -7.9518 0.6686 -10.0703 -0.4 -0.3 0.0
H -7.3178 -0.9362 -9.5238 -0.5 0.0 -0.4
H -6.6083 0.5364 -8.9996 -0.2 0.1 0.4
H -8.5744 0.9486 -7.4843 -0.2 0.1 -0.3
H -7.9990 -0.6805 -7.3211 -0.5 -0.3 0.0
H -10.2830 0.1914 -8.7575 -0.1 -0.2 -0.1
```
Positions in Å, forces in eV/Å.

Summary:
E_HOMO (alpha / beta)	1.51 / -0.34	eV
gap between HOMO and LUMO (alpha / beta)	3.31 / 5.08	eV
2S+1	5
<S²>	6.0101
M	302.265	g/mol
max |F|	3.21	eV/A
charge	-2

***

# 2
This record from the OMol25 dataset describes 2 unconnected molecules or ions with the total composition C6H18N3 at a distorted geometry. The level of theory is ωB97M-V/def2-TZVPD.

Geometry as XYZ:
```
27
Properties=species:S:1:pos:R:3:forces:R:3
C 0.6959 0.5817 -2.6879 1.0 -0.5 -0.1
C -0.0763 1.7612 -2.1402 0.8 1.1 -0.6
C 1.1606 -0.4686 -1.6628 -0.2 -0.7 -0.6
H 1.6367 0.8568 -3.2036 -0.4 0.7 0.5
H 0.2042 0.0789 -3.5260 -0.5 0.0 0.4
H 0.1573 2.6542 -2.7223 -0.7 -0.1 -0.9
H -1.1603 1.6339 -2.0906 0.2 0.0 0.3
H 0.4089 -1.2202 -1.3973 -0.1 0.2 -0.1
H 1.5390 -0.0867 -0.7046 0.2 0.2 -0.4
H 0.3940 2.1996 -1.2572 -0.3 -0.8 0.9
H 1.9341 -1.0093 -2.2239 0.1 -0.2 0.8
C -1.6931 -0.9729 1.6401 0.7 -1.3 1.9
C -1.5553 -2.0758 0.6569 0.6 -0.7 -3.2
C 0.2636 0.5233 1.7332 1.2 -0.3 0.9
N -0.9309 0.2357 1.2860 -1.7 0.3 -0.5
N 0.9735 -0.4289 2.3384 0.3 -1.4 0.6
N 0.8510 1.7527 1.7007 -0.8 0.2 -0.8
H -2.7337 -0.8521 1.9350 -0.2 1.1 -0.8
H -1.3298 -1.2727 2.6309 0.3 -0.1 -0.2
H -0.6033 -2.5930 0.5310 0.4 0.0 1.1
H -1.5555 -1.6697 -0.3693 -0.4 0.5 0.2
H -1.5035 0.9074 0.7886 0.7 0.4 0.0
H 0.8286 -1.4240 2.2752 -0.9 0.1 -0.3
H 1.7716 -0.3004 2.9279 0.4 1.0 -0.1
H 0.9276 2.1921 0.7919 -0.5 0.2 0.1
H 1.6987 1.8519 2.2232 0.4 -0.2 0.1
H -2.3037 -2.8550 0.5268 -0.4 0.2 1.0
```
Positions in Å, forces in eV/Å.

Summary:
E_HOMO	-14.26	eV
gap between HOMO and LUMO	11.37	eV
M	132.231	g/mol
max |F|	3.36	eV/A
charge	+1

***

# 3
This record from the OMol25 dataset describes 2 unconnected molecules or ions with the total composition C6H18N3 at a distorted geometry. The level of theory is ωB97M-V/def2-TZVPD.

Geometry as XYZ:
```
27
Properties=species:S:1:pos:R:3:forces:R:3
C 0.2737 -0.9425 -1.3051 1.9 1.5 2.1
C 0.0330 -1.7323 -0.0304 -3.6 -1.5 -2.5
C 1.6362 -0.1244 -1.1294 0.3 -2.7 0.1
C 0.3713 -1.9307 -2.4785 -3.4 -0.2 1.6
H -0.5180 -0.1205 -1.2957 0.4 -1.4 -0.8
H -0.0277 -1.2971 0.9069 -0.8 2.0 1.4
H 0.5509 -2.5635 0.3234 2.2 -1.7 -0.8
H 2.2192 -0.6487 -1.9684 0.1 1.7 1.4
H 1.4114 0.9317 -1.2596 0.9 -0.1 -0.2
H 2.1448 -0.3728 -0.0776 -1.0 0.8 -2.4
H 0.6367 -1.3968 -3.3611 -0.3 -0.1 -1.0
H 1.1033 -2.6463 -2.2364 1.3 -0.7 0.3
H -0.6067 -2.6042 -2.4498 1.7 1.7 -0.9
H -0.9338 -2.2415 -0.3889 0.5 0.5 1.7
C -0.2175 2.4495 -0.0189 0.4 2.4 -0.9
C -0.7951 0.9481 1.7529 -3.6 -0.2 2.3
N -1.1973 1.8064 0.7739 0.5 -2.4 1.2
N 0.2494 1.1949 2.5838 0.6 -0.4 -0.7
N -1.8096 -0.0024 2.1297 2.2 2.4 -2.9
H -2.1358 1.8441 0.3455 0.6 -0.8 1.1
H 0.8333 2.0532 2.3976 -0.9 -1.6 0.6
H 0.6232 0.4443 3.2465 -0.8 1.6 -1.5
H -2.1146 -0.3491 1.2040 -0.3 -0.5 1.3
H -1.6076 -0.6777 2.8372 0.2 -0.4 0.2
H 0.7961 2.3521 0.5278 -1.4 0.0 -1.9
H -0.5491 3.5232 0.1193 1.1 -0.7 -1.0
H -0.3700 2.1031 -1.1486 1.1 0.9 2.5
```
Positions in Å, forces in eV/Å.

Summary:
E_HOMO	-13.63	eV
gap between HOMO and LUMO	10.21	eV
M	132.231	g/mol
max |F|	4.64	eV/A
charge	+1

***

# 4
This record from the OMol25 dataset describes 2 unconnected molecules or ions with the total composition C6H18N3 at a distorted geometry. The level of theory is ωB97M-V/def2-TZVPD.

Geometry as XYZ:
```
27
Properties=species:S:1:pos:R:3:forces:R:3
C 1.1906 1.6655 -0.6008 -0.2 1.1 4.6
C 1.7575 0.0729 1.4931 3.7 5.7 -0.5
C 2.1060 -0.5490 -1.0095 -1.0 -4.0 2.0
C -1.1549 -1.7125 0.8787 1.6 4.6 0.8
C 1.6780 0.4049 0.0539 -3.0 0.1 -2.9
C -0.9805 -0.4559 0.0414 0.4 0.7 -0.5
N -1.3279 -0.5086 -1.4106 -4.0 -0.8 -1.5
N -1.5037 0.7789 0.4469 -2.2 0.9 0.3
N -2.9117 1.1972 0.1351 2.0 -1.4 -1.9
H 1.8672 2.4771 -0.2647 -0.4 0.1 0.0
H 0.1292 1.9133 -0.1481 1.7 -0.2 -1.2
H 1.2853 1.6514 -1.6329 -0.3 -0.2 -1.9
H 1.2679 0.8276 2.1408 -0.3 -0.9 -0.4
H 2.8822 0.2569 1.7954 -1.7 -0.6 -0.5
H 1.5668 -0.8971 1.5605 -1.0 -4.1 1.2
H 1.9826 -1.6466 -0.5632 0.5 2.0 -1.1
H 1.6856 -0.5827 -2.0176 -1.0 0.6 0.4
H 3.1043 -0.4614 -1.2948 2.3 0.3 0.1
H -0.7620 -2.4788 0.3416 1.7 -2.7 -0.8
H -2.1521 -1.8584 1.0132 -3.1 -0.8 0.7
H -0.7065 -1.3865 1.8708 -0.2 -1.2 -1.1
H -1.3300 0.4422 -1.8392 0.6 -0.7 0.5
H -2.3860 -0.8327 -1.7113 1.9 1.3 1.7
H -1.4842 1.0106 1.4139 1.2 -0.5 0.9
H -0.9619 -1.2123 -2.0353 1.8 -0.1 0.2
H -2.8301 2.1748 0.0131 -0.6 0.9 0.1
H -3.6787 0.8284 0.6610 0.0 0.0 0.8
```
Positions in Å, forces in eV/Å.

Summary:
E_HOMO (alpha / beta)	-10.49 / -11.36	eV
gap between HOMO and LUMO (alpha / beta)	6.45 / 8.04	eV
M	132.231	g/mol
max |F|	6.78	eV/A
charge	+1

***

# 5
This record from the OMol25 dataset describes C6H18N4 in the gas phase at a distorted geometry. The level of theory is ωB97M-V/def2-TZVPD.

Geometry as XYZ:
```
28
Properties=species:S:1:pos:R:3:forces:R:3
C -3.0929 0.5221 0.7921 0.0 -0.3 0.0
N -1.8258 0.9008 0.1912 1.0 -1.8 -0.2
C -0.7793 -0.2914 0.0078 -1.6 2.4 0.2
C -0.6896 -1.1573 1.2541 -0.2 0.3 -0.2
N -1.1679 -1.1206 -1.1015 -0.6 -0.2 -0.1
C 0.4601 0.5432 -0.2716 2.3 -1.9 -0.3
C 0.9108 1.4624 0.8499 0.0 -0.1 -0.3
N 1.5808 -0.5338 -0.6904 -1.2 1.3 0.3
C 2.2209 -0.1627 -1.9352 0.0 0.0 0.0
N 2.5968 -0.7985 0.2515 0.1 0.2 0.2
H -2.9482 0.3904 1.8650 -0.1 -0.1 0.0
H -3.5070 -0.4026 0.3686 -0.1 0.1 0.1
H -3.8106 1.3326 0.6520 0.0 -0.1 0.0
H -2.0112 1.2302 -0.7530 0.1 -0.1 0.0
H -0.5752 -0.5462 2.1434 0.0 0.0 0.1
H 0.1503 -1.8421 1.1633 0.1 0.0 0.0
H -1.5920 -1.7570 1.3413 -0.1 0.0 0.1
H -0.5700 -1.9341 -1.1736 0.1 0.1 0.0
H -1.1375 -0.6201 -1.9830 0.1 0.0 0.1
H 0.2865 1.1340 -1.1763 -0.1 -0.1 0.0
H 0.1180 2.1777 1.0509 0.1 0.0 0.0
H 1.8152 1.9974 0.5567 0.0 0.1 0.0
H 1.1223 0.9207 1.7688 0.0 -0.1 0.1
H 1.4772 -0.1295 -2.7307 0.0 0.1 0.0
H 2.7301 0.8140 -1.8833 0.0 0.0 0.0
H 2.9656 -0.9202 -2.1813 0.0 0.0 0.0
H 2.1977 -1.2618 1.0594 0.1 0.1 -0.1
H 3.0747 0.0523 0.5640 -0.2 -0.1 0.0
```
Positions in Å, forces in eV/Å.

Summary:
E_HOMO	-8.44	eV
gap between HOMO and LUMO	9.41	eV
SMILES	CN[C@@](C)(N)[C@@H](C)N(C)N
M	146.238	g/mol
max |F|	2.99	eV/A

***

# 6
This record from the OMol25 dataset describes 2 unconnected molecules or ions with the total composition C6H18NO at a distorted geometry. The level of theory is ωB97M-V/def2-TZVPD.

Geometry as XYZ:
```
26
Properties=species:S:1:pos:R:3:forces:R:3
C 1.9761 -1.5662 1.7187 -0.3 -4.5 3.1
C 1.2475 -1.1995 0.4794 0.2 2.2 0.1
C 0.3162 0.0049 0.8927 0.8 1.9 0.8
C -0.5272 0.9350 -0.0427 0.9 -0.9 -0.4
C -1.5382 0.1598 -0.8272 -2.0 -2.0 -0.4
C 0.3699 1.8266 -0.9055 1.9 1.2 0.2
N 2.4014 -0.5899 -0.3766 -0.3 -1.0 -2.8
H 1.3674 -2.4867 2.2138 1.2 2.3 -0.8
H 2.9675 -2.1171 1.5340 -1.2 1.1 0.2
H 2.0568 -0.7693 2.5306 0.0 -1.0 -1.4
H 0.6972 -1.9698 -0.1056 0.8 0.4 0.4
H 0.9198 0.7853 1.5313 -0.5 -1.6 -1.2
H -0.3560 -0.3920 1.6397 -0.3 -0.5 0.1
H -1.0564 1.5508 0.6552 -0.1 0.7 0.4
H -0.9693 -0.7157 -1.1991 -0.7 0.2 -0.5
H -2.1060 0.6586 -1.6479 1.1 0.0 0.4
H -2.4463 -0.2760 -0.2594 1.8 0.7 -0.2
H 0.8731 1.5298 -1.8437 -0.6 -1.2 0.1
H -0.1808 2.6890 -1.3138 0.2 0.0 0.7
H 1.3221 2.1376 -0.3192 -1.8 0.2 -0.5
H 3.0997 -0.1263 0.1504 0.2 1.2 1.4
H 3.0795 -1.1425 -0.9951 -1.9 -0.1 0.7
H 1.8794 0.0583 -0.9655 0.6 0.5 -0.4
H -5.7965 0.6843 -0.4305 0.8 -0.5 -1.3
H -4.6599 0.0704 -1.4931 -0.7 0.2 -1.5
O -4.9370 0.2606 -0.6210 0.0 0.3 2.7
```
Positions in Å, forces in eV/Å.

Summary:
E_HOMO	-13.84	eV
gap between HOMO and LUMO	10.51	eV
M	120.216	g/mol
max |F|	5.47	eV/A
charge	+1